ORCA calculation (ωB97M-V/def2-TZVPD) on a single C3H4N2O2S2 molecule.

Output
Relative energy (zero: lowest compared OMol25 entry of this formula, charge and spin) (kcal per mole): 45.1
E (eV): -31919.4579
LUMO (eV): 0.4
HOMO (eV): -9.711
Frontier orbital gap (eV): 10.119

```
13
Properties=species:S:1:pos:R:3:forces:R:3
C -2.4805 0.7023 -0.8084 -0.058 -3.451 1.215
C -1.0697 0.0485 0.6015 2.741 -2.604 3.057
C 2.0973 -0.4315 -0.4685 -0.220 -1.417 0.142
N -1.2608 0.9045 -0.2903 0.711 1.899 -0.175
N -3.1255 -0.3873 -0.4668 -0.857 0.273 0.074
O 2.5201 0.4721 2.1015 0.141 -1.044 0.476
O 0.0458 -0.0499 1.4255 -0.171 -0.226 -0.864
S -2.3057 -1.2297 0.7458 0.648 2.384 -1.343
S 1.6251 0.6798 0.9984 -1.488 0.737 -2.306
H -2.8130 1.3429 -1.5254 -1.253 1.540 -1.910
H 1.8611 -1.5377 -0.3427 -0.242 1.465 0.108
H 3.1893 -0.4478 -0.5067 -0.004 0.524 0.175
H 1.7164 -0.0663 -1.4639 0.054 -0.079 1.350
```
Positions in Å, forces in eV/Å.



ORCA calculation (ωB97M-V/def2-TZVPD) on a molecular structure, C4H4BrO2P.

Output
Relative energy (zero: lowest compared OMol25 entry of this formula, charge and spin) (kcal per mole): 121.9
E (eV): -87631.5490
LUMO (eV): -1.6
HOMO (eV): -7.026
Frontier orbital gap (eV): 5.401

```
12
Properties=species:S:1:pos:R:3:forces:R:3
C 0.9986 0.2717 0.7809 2.919 0.433 3.087
C 1.2462 -0.0609 3.0255 -0.876 -0.270 -1.404
C -0.3150 0.0653 -0.9749 1.812 -0.907 -2.367
C -1.5649 -0.1492 -1.6840 0.495 -1.841 -0.756
O -0.2320 0.1354 0.2934 -2.471 0.023 0.004
O 0.8538 0.0247 -1.6238 -3.350 0.724 0.766
P 2.0695 0.3153 -0.5093 2.071 -0.161 0.706
Br -1.6263 -2.1332 -2.1783 -0.059 1.488 0.230
H 0.4964 0.7423 3.1966 0.569 -0.056 0.030
H 2.2620 0.2659 3.3643 -0.457 0.417 -0.861
H -2.4284 0.0656 -1.1633 -1.510 -0.109 2.071
H -1.7598 0.4569 -2.5271 0.857 0.259 -1.506
```
Positions in Å, forces in eV/Å.



ORCA calculation (ωB97M-V/def2-TZVPD) on a molecular structure, C4H10O2.

Output
Relative energy (zero: lowest compared OMol25 entry of this formula, charge and spin) (kcal per mole): 142.9
E (eV): -8399.3513
LUMO (eV): 0.3
HOMO (eV): -9.091
Frontier orbital gap (eV): 9.407

```
16
Properties=species:S:1:pos:R:3:forces:R:3
C 1.8710 0.5574 -1.3589 -3.434 0.101 0.721
O 0.6207 -0.2661 0.9503 -0.439 -0.114 -0.435
O 0.5115 -1.3882 1.8907 -0.139 0.562 -1.089
H 0.9839 -2.0509 1.3620 -0.098 -0.025 0.289
H 2.0273 -0.0554 -2.2427 -0.145 0.229 -0.190
H 1.9917 1.6251 -1.5241 0.153 -0.056 -0.352
H 2.5608 0.2397 -0.5828 -0.417 -0.071 0.249
C -1.3680 1.1066 0.7543 0.311 0.599 -0.524
C -0.5938 -0.0560 0.1822 -2.184 -2.997 2.892
C -1.2886 -1.1350 -0.2991 1.360 1.080 0.515
H 0.5431 0.4376 -1.0032 4.586 0.404 -1.565
H -2.2114 1.3745 0.1125 0.159 -0.018 -0.007
H -0.7163 1.9765 0.8662 -0.123 -0.003 -0.020
H -1.7660 0.8556 1.7402 0.221 -0.113 -0.027
H -2.3716 -1.1524 -0.3168 0.104 0.439 -0.601
H -0.7943 -2.0692 -0.5309 0.084 -0.018 0.143
```
Positions in Å, forces in eV/Å.



ORCA calculation (ωB97M-V/def2-TZVPD) on 2 unconnected molecules or ions with the total composition C2H4O2.

Output
Relative energy (zero: lowest compared OMol25 entry of this formula, charge and spin) (kcal per mole): 34.9
E (eV): -6232.7951
LUMO (eV): 1.1
HOMO (eV): -10.510
Frontier orbital gap (eV): 11.565

```
8
Properties=species:S:1:pos:R:3:forces:R:3
O -0.0642 -1.0381 -0.5572 0.232 -0.160 -0.030
C -0.0877 0.3293 -0.8998 -0.107 0.376 -0.183
C 0.1887 0.3918 2.0675 -0.580 -1.284 0.695
O -0.2796 -0.6266 2.2559 0.608 1.340 -0.088
H 0.6000 -1.1855 0.1267 -0.118 -0.013 -0.259
H 0.8473 0.6938 -1.3514 -0.156 -0.235 -0.006
H -0.9101 0.4651 -1.6044 0.167 -0.033 -0.026
H -0.2944 0.9702 -0.0372 -0.046 0.010 -0.104
```
Positions in Å, forces in eV/Å.



ORCA calculation (ωB97M-V/def2-TZVPD) on a molecular structure, C35H39AgN2PSe.

Output
Relative energy (zero: lowest compared OMol25 entry of this formula, charge and spin) (kcal per mole): 0.0
E (eV): -118545.5975
LUMO (eV): 2.7
Total charge: -1
HOMO (eV): -4.324
Frontier orbital gap (eV): 7.073

```
79
Properties=species:S:1:pos:R:3:forces:R:3
Ag -0.9959 -0.2333 -1.5507 -0.027 -0.058 -0.083
N -4.1774 -0.0901 -0.0445 -0.038 -0.120 0.039
C -5.4416 -0.7470 -0.3428 -0.095 0.101 -0.055
C -5.7805 -1.8714 0.6282 0.016 -0.020 0.003
C -4.8637 -3.1065 0.5753 -0.002 -0.007 0.020
C -3.8526 -3.2229 1.7227 0.012 0.034 -0.027
N -2.6695 -2.3749 1.6322 -0.036 -0.131 0.030
H -4.2402 0.4773 0.7929 -0.044 0.054 -0.021
H -3.8926 0.5226 -0.8015 0.181 0.016 0.102
H -5.3627 -1.1661 -1.3501 0.003 -0.011 0.001
H -6.2919 -0.0481 -0.3620 0.007 -0.002 -0.027
H -6.8079 -2.1752 0.4076 -0.018 -0.006 0.022
H -5.8034 -1.4673 1.6482 0.025 -0.007 0.002
H -4.3156 -3.1154 -0.3712 0.009 -0.016 -0.011
H -5.4857 -4.0080 0.5850 -0.017 0.020 0.008
H -3.5151 -4.2602 1.7937 0.024 0.005 -0.007
H -4.3736 -3.0090 2.6647 -0.008 -0.005 0.000
H -2.0561 -2.7511 0.9145 -0.003 0.006 0.013
H -2.9312 -1.4646 1.2605 -0.012 0.053 -0.011
C 6.0080 1.1139 -0.1766 -0.005 -0.007 -0.001
C 5.2530 1.0187 0.9845 0.016 0.002 0.002
C 3.9388 0.5746 0.9310 -0.043 -0.017 -0.028
C 3.3520 0.2288 -0.2860 -0.002 -0.017 0.064
C 4.1215 0.3342 -1.4442 -0.028 0.013 -0.025
C 5.4395 0.7634 -1.3937 0.007 -0.005 0.001
P 1.6014 -0.3014 -0.5192 0.067 0.219 -0.056
C 0.8398 0.2280 1.0578 -0.031 0.025 -0.021
C 0.8961 1.5829 1.3924 -0.021 -0.008 0.001
C 0.2223 2.0604 2.5041 0.021 0.027 -0.026
C -0.5384 1.1975 3.2850 -0.004 -0.032 0.003
C -0.6177 -0.1452 2.9471 0.008 0.022 0.014
C 0.0724 -0.6269 1.8413 0.023 -0.042 0.034
C 1.7182 -2.1164 -0.3277 0.082 -0.061 0.055
C 2.8561 -2.7067 0.1623 -0.016 0.018 -0.019
C 2.9628 -4.1081 0.2770 0.037 0.010 0.020
C 1.9188 -4.8988 -0.0941 -0.029 -0.014 -0.007
C 0.7237 -4.3316 -0.6029 0.015 0.039 0.009
C -0.3585 -5.1655 -0.9681 0.002 -0.035 -0.006
C -1.5049 -4.6121 -1.4568 -0.018 -0.011 -0.004
C -1.6117 -3.2109 -1.5948 0.015 0.033 -0.010
C -0.6075 -2.3272 -1.2446 -0.046 0.043 -0.057
C 0.5993 -2.9177 -0.7389 -0.040 -0.073 0.009
H 7.0325 1.4631 -0.1346 -0.002 0.001 0.005
H 5.6899 1.2894 1.9384 -0.004 -0.001 -0.001
H 3.3591 0.5013 1.8428 -0.002 0.006 0.003
H 3.6687 0.0836 -2.3980 0.011 0.012 0.003
H 6.0190 0.8382 -2.3060 -0.005 -0.002 0.000
H 1.4577 2.2704 0.7699 0.000 0.010 -0.021
H 0.2723 3.1166 2.7415 -0.003 0.003 0.003
H -1.0793 1.5772 4.1440 -0.001 -0.004 -0.002
H -1.2352 -0.8316 3.5124 0.011 0.022 -0.004
H -0.0117 -1.6751 1.5843 0.003 0.037 0.017
H 3.6950 -2.0961 0.4715 -0.007 -0.007 -0.008
H 3.8745 -4.5440 0.6683 -0.005 -0.002 -0.002
H 1.9809 -5.9783 -0.0022 0.000 0.000 -0.001
H -0.2543 -6.2394 -0.8534 -0.004 0.003 0.001
H -2.3385 -5.2462 -1.7416 0.001 0.001 0.001
H -2.5429 -2.8211 -1.9940 -0.010 -0.003 0.000
C 3.0346 5.3889 -0.0452 -0.009 0.005 -0.012
C 1.8585 4.6122 -0.5775 -0.003 -0.006 0.041
C 0.5974 4.7229 -0.0118 0.004 -0.020 0.008
C -0.4835 3.9678 -0.4641 0.030 -0.048 -0.021
C -1.8017 4.0870 0.2465 0.004 0.017 -0.013
C -0.3149 3.0857 -1.5439 0.013 0.122 0.073
Se -1.8117 2.0685 -2.1912 -0.002 -0.107 -0.030
C 0.9486 2.9967 -2.1554 0.008 0.009 -0.026
C 1.1857 2.1518 -3.3758 0.004 0.002 0.014
C 2.0094 3.7418 -1.6489 0.009 -0.055 0.003
H 2.7535 5.9722 0.8327 0.002 0.000 -0.001
H 3.4289 6.0794 -0.7948 0.002 -0.001 0.003
H 3.8487 4.7186 0.2410 -0.003 0.005 0.001
H 0.4502 5.3947 0.8297 -0.002 -0.002 -0.004
H -1.7342 4.8075 1.0644 0.001 -0.010 -0.005
H -2.1028 3.1169 0.6483 0.000 -0.006 0.008
H -2.5929 4.3967 -0.4383 -0.008 -0.005 0.004
H 0.7395 1.1630 -3.2770 0.020 -0.001 0.027
H 2.2568 2.0447 -3.5592 -0.003 0.018 -0.018
H 0.7259 2.6194 -4.2510 -0.023 -0.030 0.006
H 2.9880 3.6326 -2.1094 -0.010 0.005 0.000
```
Positions in Å, forces in eV/Å.